(1)
Entry from the Open Molecules 2025 dataset: a cluster of 9 separate species, C25H69N3O10S8 in total (ωB97M-V/def2-TZVPD).

Last columns: bonded neighbours and bond lengths (Å).
Element x y z (Å)
1 N -1.176 5.394 -3.180  C2 1.468, H15 1.014, H16 1.014
2 C -2.428 5.086 -2.478  N1 1.468, C3 1.525, H17 1.087, H18 1.097
3 C -2.390 3.698 -1.846  C2 1.525, C4 1.536, H19 1.086, H20 1.092
4 C -2.889 2.609 -2.808  C3 1.536, C5 1.519, H21 1.093, H22 1.093
5 C -2.885 1.225 -2.181  C4 1.519, C6 1.553, H23 1.087, H24 1.089
6 C -3.711 1.218 -0.866  C5 1.553, O7 1.424, H25 1.087, H26 1.085
7 O -2.863 1.422 0.259  C6 1.424, C8 1.330
8 C -2.315 0.322 0.769  O7 1.330, O9 1.171, N10 1.422
9 O -2.253 -0.683 0.171  C8 1.171
10 N -1.812 0.410 2.096  C8 1.422, C11 1.488, H27 1.021
11 C -0.659 1.350 2.137  N10 1.488, C12 1.530, H28 1.086, H29 1.095
12 C 0.664 0.788 1.611  C11 1.530, C13 1.522, H30 1.090, H31 1.077
13 C 0.814 -0.726 1.621  C12 1.522, N14 1.482, H32 1.087, H33 1.091
14 N 2.141 -1.060 1.051  C13 1.482, H34 1.011, H35 1.011
15 H -1.256 6.342 -3.529  N1 1.014
16 H -1.061 4.793 -3.989  N1 1.014
17 H -2.561 5.828 -1.695  C2 1.087
18 H -3.287 5.124 -3.159  C2 1.097
19 H -2.951 3.695 -0.916  C3 1.086
20 H -1.352 3.449 -1.613  C3 1.092
21 H -2.245 2.601 -3.691  C4 1.093
22 H -3.887 2.902 -3.147  C4 1.093
23 H -1.889 0.879 -1.918  C5 1.087
24 H -3.363 0.496 -2.835  C5 1.089
25 H -4.405 2.051 -0.945  C6 1.087
26 H -4.329 0.329 -0.791  C6 1.085
27 H -2.554 0.879 2.619  N10 1.021
28 H -0.497 1.608 3.179  C11 1.086
29 H -0.846 2.300 1.626  C11 1.095
30 H 0.890 1.199 0.627  C12 1.090
31 H 1.427 1.166 2.271  C12 1.077
32 H 0.704 -1.143 2.619  C13 1.087
33 H 0.098 -1.248 0.984  C13 1.091
34 H 2.652 -0.205 0.881  N14 1.011
35 H 1.979 -1.489 0.150  N14 1.011
36 C -0.529 -4.208 5.244  S37 1.793, H40 1.087, H41 1.092, H42 1.085
37 S -0.660 -2.501 4.710  C36 1.793, O38 1.487, C39 1.800
38 O 0.590 -1.819 5.139  S37 1.487
39 C -1.943 -2.050 5.890  S37 1.800, H43 1.090, H44 1.091, H45 1.089
40 H 0.257 -4.684 4.664  C36 1.087
41 H -0.274 -4.234 6.305  C36 1.092
42 H -1.469 -4.719 5.063  C36 1.085
43 H -1.595 -2.245 6.905  C39 1.090
44 H -2.845 -2.627 5.682  C39 1.091
45 H -2.154 -0.988 5.773  C39 1.089
46 C 1.328 -2.921 -3.824  S47 1.790, H50 1.089, H51 1.089, H52 1.092
47 S 0.573 -1.544 -2.966  C46 1.790, O48 1.491, C49 1.797
48 O 1.455 -1.210 -1.811  S47 1.491
49 C -0.819 -2.475 -2.316  S47 1.797, H53 1.091, H54 1.092, H55 1.090
50 H 2.255 -2.577 -4.281  C46 1.089
51 H 1.549 -3.717 -3.113  C46 1.089
52 H 0.652 -3.284 -4.601  C46 1.092
53 H -0.453 -3.306 -1.711  C49 1.091
54 H -1.422 -2.847 -3.147  C49 1.092
55 H -1.417 -1.807 -1.696  C49 1.090
56 C 4.200 4.947 2.265  S57 1.797, H60 1.088, H61 1.090, H62 1.090
57 S 3.505 3.487 1.481  C56 1.797, O58 1.489, C59 1.799
58 O 2.262 3.139 2.223  S57 1.489
59 C 4.780 2.344 2.027  S57 1.799, H63 1.090, H64 1.090, H65 1.089
60 H 3.526 5.782 2.081  C56 1.088
61 H 4.291 4.781 3.338  C56 1.090
62 H 5.175 5.164 1.828  C56 1.090
63 H 4.834 2.345 3.116  C59 1.090
64 H 5.738 2.640 1.599  C59 1.090
65 H 4.518 1.347 1.676  C59 1.089
66 C -1.344 -5.573 -7.769  S67 1.799, H70 1.089, H71 1.090, H72 1.090
67 S -1.181 -5.749 -5.986  C66 1.799, O68 1.494, C69 1.793
68 O -1.166 -4.372 -5.409  S67 1.494
69 C 0.514 -6.335 -5.990  S67 1.793, H73 1.091, H74 1.090, H75 1.091
70 H -2.335 -5.175 -7.983  C66 1.089
71 H -0.585 -4.886 -8.143  C66 1.090
72 H -1.237 -6.550 -8.240  C66 1.090
73 H 1.155 -5.598 -6.476  C69 1.091
74 H 0.573 -7.290 -6.514  C69 1.090
75 H 0.828 -6.465 -4.954  C69 1.091
76 C -2.993 -5.902 0.625  S77 1.799, H80 1.088, H81 1.090, H82 1.090
77 S -1.900 -4.854 1.598  C76 1.799, O78 1.486, C79 1.793
78 O -1.892 -5.408 2.977  S77 1.486
79 C -2.961 -3.409 1.603  S77 1.793, H83 1.092, H84 1.089, H85 1.089
80 H -2.530 -6.882 0.533  C76 1.088
81 H -3.956 -5.998 1.128  C76 1.090
82 H -3.124 -5.467 -0.366  C76 1.090
83 H -3.926 -3.666 2.044  C79 1.092
84 H -3.091 -3.050 0.583  C79 1.089
85 H -2.476 -2.635 2.197  C79 1.089
86 C 2.582 8.708 -1.131  S87 1.800, H90 1.088, H91 1.090, H92 1.090
87 S 2.571 7.407 0.112  C86 1.800, O88 1.485, C89 1.799
88 O 3.601 6.412 -0.283  S87 1.485
89 C 0.969 6.729 -0.346  S87 1.799, H93 1.091, H94 1.091, H95 1.088
90 H 3.526 9.243 -1.052  C86 1.088
91 H 2.492 8.270 -2.125  C86 1.090
92 H 1.758 9.397 -0.944  C86 1.090
93 H 0.978 6.420 -1.392  C89 1.091
94 H 0.197 7.482 -0.182  C89 1.091
95 H 0.772 5.865 0.286  C89 1.088
96 C 2.690 -5.997 -1.254  S97 1.797, H100 1.089, H101 1.090, H102 1.090
97 S 3.307 -5.928 -2.941  C96 1.797, O98 1.490, C99 1.797
98 O 2.428 -6.799 -3.769  S97 1.490
99 C 4.829 -6.830 -2.620  S97 1.797, H103 1.090, H104 1.090, H105 1.088
100 H 1.713 -5.517 -1.230  C96 1.089
101 H 2.595 -7.037 -0.939  C96 1.090
102 H 3.372 -5.461 -0.595  C96 1.090
103 H 4.596 -7.814 -2.214  C99 1.090
104 H 5.441 -6.265 -1.916  C99 1.090
105 H 5.363 -6.939 -3.561  C99 1.088
106 C -0.239 3.901 4.880  S107 1.797, H110 1.090, H111 1.091, H112 1.091
107 S -0.363 5.623 4.380  C106 1.797, O108 1.485, C109 1.801
108 O 0.897 6.295 4.788  S107 1.485
109 C -1.621 6.078 5.585  S107 1.801, H113 1.090, H114 1.090, H115 1.088
110 H 0.533 3.427 4.274  C106 1.090
111 H 0.035 3.839 5.934  C106 1.091
112 H -1.194 3.403 4.707  C106 1.091
113 H -1.256 5.877 6.593  C109 1.090
114 H -2.531 5.510 5.391  C109 1.090
115 H -1.826 7.141 5.476  C109 1.088

The calculation puts the LUMO energy at 0.41 eV. Its molar mass is 828.4 u. As for the strongest force on any atom: 3.35 eV Å⁻¹. The calculation puts the HOMO energy at -7.74 eV. As for the total energy: -5095.84578 hartree.

(2)
Entry from the Open Molecules 2025 dataset: a cluster of 8 separate species, C25H70ClN6O11 in total (ωB97M-V/def2-TZVPD).

Last columns: bonded neighbours and bond lengths (Å).
Element x y z (Å)
1 Cl 1.250 9.377 -13.297  O2 1.448, O3 1.446, O4 1.449, O5 1.443
2 O 0.169 9.175 -12.356  Cl1 1.448
3 O 1.740 10.736 -13.242  Cl1 1.446
4 O 2.325 8.463 -12.969  Cl1 1.449
5 O 0.776 9.075 -14.627  Cl1 1.443
6 C 5.347 10.565 -14.309  O7 1.434, H8 1.088, H9 1.094, H10 1.090
7 O 5.386 9.493 -13.358  C6 1.434, H11 0.963
8 H 4.317 10.828 -14.541  C6 1.088
9 H 5.876 11.393 -13.829  C6 1.094
10 H 5.904 10.275 -15.200  C6 1.090
11 H 4.493 9.343 -13.030  O7 0.963
12 C 1.011 9.589 -8.998  C13 1.539, H18 1.091, H19 1.100, H20 1.093
13 C 0.996 11.075 -9.401  C12 1.539, C14 1.518, N17 1.459, H21 1.091
14 C -0.431 11.563 -9.574  C13 1.518, O15 1.404, H22 1.105, H23 1.099
15 O -0.451 12.806 -10.226  C14 1.404, C16 1.407
16 C -1.750 13.186 -10.609  O15 1.407, H24 1.096, H25 1.091, H26 1.099
17 N 1.705 11.906 -8.434  C13 1.459, H27 1.016, H28 1.017
18 H 0.740 8.885 -9.786  C12 1.091
19 H 0.342 9.402 -8.145  C12 1.100
20 H 2.000 9.312 -8.626  C12 1.093
21 H 1.477 11.080 -10.380  C13 1.091
22 H -0.902 11.650 -8.578  C14 1.105
23 H -0.977 10.768 -10.101  C14 1.099
24 H -2.333 13.563 -9.761  C16 1.096
25 H -2.259 12.442 -11.223  C16 1.091
26 H -1.614 14.042 -11.284  C16 1.099
27 H 2.688 11.649 -8.428  N17 1.016
28 H 1.401 11.675 -7.491  N17 1.017
29 C -6.600 10.572 -10.011  C30 1.527, H35 1.091, H36 1.090, H37 1.089
30 C -5.536 11.219 -10.894  C29 1.527, C31 1.520, N34 1.449, H38 1.101
31 C -4.734 10.140 -11.605  C30 1.520, O32 1.404, H39 1.100, H40 1.105
32 O -3.576 10.715 -12.151  C31 1.404, C33 1.418
33 C -2.951 9.861 -13.094  O32 1.418, H41 1.094, H42 1.096, H43 1.087
34 N -6.093 12.074 -11.923  C30 1.449, H44 1.011, H45 1.008
35 H -7.224 11.352 -9.572  C29 1.091
36 H -6.110 10.074 -9.174  C29 1.090
37 H -7.174 9.859 -10.601  C29 1.089
38 H -4.807 11.748 -10.262  C30 1.101
39 H -5.369 9.595 -12.319  C31 1.100
40 H -4.444 9.335 -10.906  C31 1.105
41 H -3.633 9.579 -13.902  C33 1.094
42 H -2.582 8.976 -12.563  C33 1.096
43 H -2.066 10.353 -13.492  C33 1.087
44 H -5.353 12.366 -12.547  N34 1.011
45 H -6.629 12.875 -11.626  N34 1.008
46 C -0.352 5.692 -14.519  C47 1.518, H52 1.088, H53 1.086, H54 1.100
47 C -1.610 6.537 -14.423  C46 1.518, C48 1.525, N51 1.475, H55 1.097
48 C -2.577 6.218 -15.558  C47 1.525, O49 1.405, H56 1.103, H57 1.099
49 O -1.909 6.389 -16.782  C48 1.405, C50 1.402
50 C -2.703 6.130 -17.908  O49 1.402, H58 1.095, H59 1.098, H60 1.091
51 N -2.293 6.273 -13.142  C47 1.475, H61 1.020, H62 1.020
52 H 0.286 5.876 -13.657  C46 1.088
53 H 0.139 5.779 -15.483  C46 1.086
54 H -0.655 4.636 -14.468  C46 1.100
55 H -1.327 7.594 -14.502  C47 1.097
56 H -3.438 6.904 -15.481  C48 1.103
57 H -2.982 5.201 -15.463  C48 1.099
58 H -3.573 6.794 -17.925  C50 1.095
59 H -2.973 5.069 -17.975  C50 1.098
60 H -2.102 6.310 -18.801  C50 1.091
61 H -2.970 7.025 -13.015  N51 1.020
62 H -1.628 6.509 -12.406  N51 1.020
63 C 3.216 4.772 -13.094  C64 1.537, H69 1.098, H70 1.088, H71 1.088
64 C 3.811 5.118 -11.720  C63 1.537, C65 1.517, N68 1.481, H72 1.093
65 C 4.776 4.075 -11.190  C64 1.517, O66 1.422, H73 1.094, H74 1.094
66 O 5.902 3.817 -12.020  C65 1.422, C67 1.404
67 C 7.045 4.584 -11.742  O66 1.404, H75 1.094, H76 1.092, H77 1.093
68 N 4.467 6.444 -11.798  C64 1.481, H78 1.014, H79 1.017
69 H 2.796 3.757 -13.080  C63 1.098
70 H 3.987 4.842 -13.858  C63 1.088
71 H 2.377 5.430 -13.315  C63 1.088
72 H 2.986 5.311 -11.029  C64 1.093
73 H 4.205 3.145 -11.116  C65 1.094
74 H 5.135 4.329 -10.188  C65 1.094
75 H 7.291 4.672 -10.679  C67 1.094
76 H 7.009 5.585 -12.176  C67 1.092
77 H 7.896 4.096 -12.224  C67 1.093
78 H 5.294 6.429 -12.385  N68 1.014
79 H 3.860 7.065 -12.327  N68 1.017
80 C 1.214 15.201 -13.316  C81 1.517, H86 1.096, H87 1.092, H88 1.094
81 C 2.398 14.383 -12.836  C80 1.517, C82 1.516, N85 1.499, H89 1.099
82 C 3.574 15.219 -12.369  C81 1.516, O83 1.421, H90 1.102, H91 1.106
83 O 3.460 15.633 -11.014  C82 1.421, C84 1.407
84 C 4.470 16.551 -10.676  O83 1.407, H92 1.093, H93 1.093, H94 1.098
85 N 2.003 13.387 -11.788  C81 1.499, H95 1.018, H96 1.018
86 H 1.536 15.828 -14.155  C80 1.096
87 H 0.759 15.855 -12.569  C80 1.092
88 H 0.418 14.590 -13.752  C80 1.094
89 H 2.770 13.854 -13.725  C81 1.099
90 H 3.846 16.069 -13.014  C82 1.102
91 H 4.492 14.605 -12.423  C82 1.106
92 H 4.545 16.507 -9.587  C84 1.093
93 H 4.212 17.561 -11.006  C84 1.093
94 H 5.463 16.245 -11.033  C84 1.098
95 H 1.028 13.303 -12.070  N85 1.018
96 H 2.341 12.473 -12.081  N85 1.018
97 C 2.130 7.096 -17.465  C98 1.510, H103 1.090, H104 1.094, H105 1.098
98 C 1.659 8.320 -18.213  C97 1.510, C99 1.524, N102 1.486, H106 1.099
99 C 0.162 8.369 -18.491  C98 1.524, O100 1.410, H107 1.093, H108 1.103
100 O -0.139 9.604 -19.099  C99 1.410, C101 1.392
101 C -1.447 9.731 -19.558  O100 1.392, H109 1.098, H110 1.103, H111 1.089
102 N 2.139 9.522 -17.484  C98 1.486, H112 1.016, H113 1.014
103 H 3.213 7.017 -17.376  C97 1.090
104 H 1.730 6.152 -17.847  C97 1.094
105 H 1.794 7.131 -16.419  C97 1.098
106 H 2.173 8.372 -19.183  C98 1.099
107 H -0.403 8.161 -17.578  C99 1.093
108 H 0.002 7.579 -19.245  C99 1.103
109 H -2.197 9.149 -19.005  C101 1.098
110 H -1.541 9.360 -20.592  C101 1.103
111 H -1.745 10.778 -19.530  C101 1.089
112 H 2.055 9.272 -16.503  N102 1.016
113 H 1.470 10.256 -17.691  N102 1.014

The total charge is -1. The calculation puts the LUMO energy at 2.45 eV. The calculation puts the energy relative to the best compared isomer or geometry (same formula, charge and spin) at 0.0 kJ/mol. Its molar mass is 666.3 u. As for the strongest force on any atom: 1.89 eV Å⁻¹. The calculation puts the HOMO energy at -6.43 eV. As for the total energy: -2610.56836 hartree.